# 1
21
Properties=species:S:1:pos:R:3 method="wB97M-V/def2-TZVPD" spin_multiplicity=1 e_homo_ev=-13.633 charge=+1 orbital_gap_ev=11.040 lumo_energy_ha=-0.0953
C -2.40 -0.09 -0.31
C -1.01 1.66 1.15
C 0.11 -1.83 0.27
C 0.08 0.36 -0.84
C -1.05 0.51 0.08
N 2.53 -0.25 0.64
N 3.28 -0.04 -0.17
N 3.91 0.08 -1.18
O 0.03 -0.38 0.41
H -2.74 -0.71 0.51
H -3.17 0.63 -0.48
H -2.30 -0.88 -1.22
H -1.90 2.36 1.00
H -0.14 2.30 1.21
H -1.11 1.11 2.12
H 1.07 -2.04 -0.26
H -0.86 -2.19 -0.27
H 0.18 -2.10 1.28
H 0.88 1.19 -0.96
H -0.15 -0.30 -1.73
H 4.76 0.60 -1.25

---

# 2
21
Properties=species:S:1:pos:R:3 method="wB97M-V/def2-TZVPD" spin_multiplicity=1 e_homo_ev=-8.110 charge=0 orbital_gap_ev=8.614 lumo_energy_ha=0.0185
C 1.39 1.05 -0.98
C 3.26 -0.01 0.06
C 0.10 -1.13 0.09
C -1.20 -0.26 0.35
C -1.17 0.82 1.34
H 0.31 0.64 -1.31
H 1.00 2.45 -0.54
H 2.26 0.93 -1.90
H 3.39 -0.63 -0.89
H 3.51 -0.84 0.69
H 3.79 0.97 0.19
H -0.42 -2.19 0.13
H -0.25 0.56 2.02
H -1.87 0.54 2.13
H -1.30 1.95 1.04
H -3.93 1.13 -0.02
H -3.94 -0.49 -0.97
N 1.79 0.26 0.17
N 1.32 -1.04 0.12
N -2.25 -0.50 -0.39
N -3.27 0.16 -0.73

---

# 3
21
Properties=species:S:1:pos:R:3 method="wB97M-V/def2-TZVPD" spin_multiplicity=1 e_homo_ev=-8.851 charge=0 orbital_gap_ev=9.185 lumo_energy_ha=0.0122
C -0.04 1.99 -0.89
C 0.18 0.74 0.15
C 0.67 1.24 1.37
C 2.16 -2.08 -0.26
C -0.96 -0.41 0.21
H -0.99 2.28 -0.52
H -0.16 1.71 -1.91
H 0.75 2.89 -0.89
H 1.29 0.19 1.76
H -0.23 1.37 2.25
H 1.15 2.16 1.44
H 1.60 -0.19 -1.52
H 3.24 -1.26 -1.24
H 2.12 -3.29 0.17
H -0.98 -1.42 0.75
H -2.89 -2.16 -0.27
H -4.17 -0.83 -0.54
N 1.48 -0.07 -0.35
N 1.33 -1.37 0.33
N -2.23 -0.29 -0.20
N -3.33 -1.18 0.16

---

# 4
21
Properties=species:S:1:pos:R:3 method="wB97M-V/def2-TZVPD" spin_multiplicity=1 e_homo_ev=-16.991 charge=+2 orbital_gap_ev=7.487 lumo_energy_ha=-0.3493
C -0.24 -1.80 0.16
C -1.61 0.22 -0.36
C -0.80 0.72 -1.27
C 1.49 0.03 0.15
C 1.00 0.94 1.13
N 1.07 -1.27 0.24
N -1.33 -1.14 0.07
N -2.61 0.91 0.33
N 2.49 0.28 -0.73
H -0.32 -2.94 0.36
H -0.13 0.05 -1.87
H -1.03 1.69 -1.65
H 0.37 0.54 1.89
H 0.73 1.98 0.74
H 1.94 1.32 1.60
H 1.66 -2.04 0.06
H -2.26 -1.73 0.02
H -3.43 1.25 -0.05
H -2.89 0.39 1.18
H 2.93 1.22 -0.85
H 2.96 -0.63 -1.17

---

# 5
23
Properties=species:S:1:pos:R:3 method="wB97M-V/def2-TZVPD" spin_multiplicity=1 e_homo_ev="-8.878 / -8.521" charge=0 orbital_gap_ev="7.635 / 7.359" lumo_energy_ha="-0.0457 / -0.0427"
C -0.64 0.98 -1.72
C 1.03 -0.53 1.81
C 0.41 0.71 1.20
C 0.27 -1.82 1.28
C 1.13 1.01 -0.10
N 0.64 -2.34 -0.02
N -1.29 1.63 -0.84
N 0.63 0.64 -1.41
N -1.08 0.50 -2.93
O 0.92 -2.50 -2.47
S 0.31 -1.78 -1.38
H 2.09 -0.65 1.55
H 0.74 -0.47 2.86
H -0.62 0.67 1.12
H 0.53 1.64 1.67
H 0.19 -2.74 1.92
H -0.79 -1.60 1.29
H 1.18 2.09 -0.29
H 2.28 0.74 -0.03
H -2.15 2.05 -1.13
H -1.98 0.42 -3.36
H -0.29 0.50 -3.56
H -1.24 -1.88 -1.63

---

# 6
23
Properties=species:S:1:pos:R:3 method="wB97M-V/def2-TZVPD" spin_multiplicity=1 e_homo_ev=-13.165 charge=+1 orbital_gap_ev=8.973 lumo_energy_ha=-0.1540 smiles=CCN(C)Cn1cnn[n+]1S
C -1.95 -1.33 0.38
C 2.81 -1.00 0.42
C -0.08 0.28 1.09
C 0.61 1.16 -1.15
C 1.50 -0.92 -0.40
N -3.06 -1.24 -0.39
N -1.54 -0.17 0.70
N -3.31 -0.01 -0.53
N -2.45 0.69 0.12
N 0.77 0.30 0.02
S -2.31 2.37 0.27
H -1.44 -2.20 0.66
H 3.62 -0.38 -0.06
H 2.68 -0.70 1.43
H 3.23 -2.06 0.25
H -0.26 1.41 1.22
H -3.60 2.69 -0.15
H 0.20 -0.34 1.99
H 1.45 0.95 -1.74
H -0.26 0.74 -1.70
H 0.58 2.35 -0.88
H 0.92 -1.87 -0.16
H 1.88 -0.74 -1.40

---

# 7
23
Properties=species:S:1:pos:R:3 method="wB97M-V/def2-TZVPD" spin_multiplicity=1 e_homo_ev=-12.687 charge=+2 orbital_gap_ev=3.483 lumo_energy_ha=-0.3383
C -0.92 0.04 -2.73
C -2.37 0.38 -0.74
C 3.63 0.02 4.40
C -0.48 -1.20 -0.67
C 2.55 -0.48 2.16
N 2.78 0.07 3.50
N -2.00 0.72 -2.03
N -0.20 -0.84 -1.99
N -1.58 -0.52 -0.15
N -0.73 0.37 -4.01
N -3.38 0.88 -0.05
H 4.64 -0.43 4.32
H 3.32 0.45 5.34
H 1.55 -1.09 2.23
H 3.30 -1.07 1.69
H 2.32 0.27 1.56
H -2.56 1.35 -2.55
H 0.69 -1.09 -2.41
H -1.57 -0.87 0.90
H -1.11 1.20 -4.42
H -0.11 -0.05 -4.60
H -4.06 1.56 -0.53
H -3.71 0.34 0.77

---

# 8
19
Properties=species:S:1:pos:R:3 method="wB97M-V/def2-TZVPD" spin_multiplicity=1 e_homo_ev=-2.394 charge=-1 orbital_gap_ev=6.260 lumo_energy_ha=0.1421 smiles=CN[C@@H](C)CC[O-]
C -1.10 -1.14 2.14
N -1.23 -0.46 0.80
C -0.03 -0.07 -0.09
C -0.20 1.17 -0.95
C 1.17 1.94 -0.98
O 2.15 1.44 -0.21
C 0.51 -1.25 -0.83
H -0.78 -2.18 1.99
H -0.31 -0.70 2.71
H -1.99 -1.20 2.86
H -1.88 -1.02 0.19
H 0.87 0.14 0.52
H -0.96 1.77 -0.31
H -0.85 0.93 -1.89
H 0.81 3.09 -0.81
H 1.53 2.12 -2.06
H 0.98 -0.94 -1.83
H 1.35 -1.44 -0.29
H -0.04 -2.19 -1.00

---

# 9
19
Properties=species:S:1:pos:R:3 method="wB97M-V/def2-TZVPD" spin_multiplicity=1 e_homo_ev=-2.316 charge=-1 orbital_gap_ev=6.289 lumo_energy_ha=0.1460 smiles=CC(C)[C@H](N)C[O-]
C 0.07 1.75 -0.95
O 1.33 2.20 -1.11
C -0.17 0.98 0.33
C 0.80 -0.39 0.45
C 0.30 -1.28 -0.87
C 0.47 -1.35 1.51
N -1.68 0.77 0.37
H -0.63 2.62 -0.86
H -0.37 1.09 -1.93
H 0.08 1.64 1.23
H 1.84 0.00 0.36
H 0.56 -2.26 -0.59
H -0.81 -1.39 -1.00
H 0.79 -1.17 -1.94
H 0.91 -0.98 2.50
H 1.03 -2.24 1.30
H -0.55 -1.56 1.61
H -1.86 -0.01 -0.29
H -2.10 1.59 -0.12

---

# 10
19
Properties=species:S:1:pos:R:3 method="wB97M-V/def2-TZVPD" spin_multiplicity=1 e_homo_ev=-2.764 charge=-1 orbital_gap_ev=7.104 lumo_energy_ha=0.1595
C -0.66 -1.74 -1.23
O 0.71 -1.49 -1.09
C -1.44 -0.44 -1.33
H -1.02 -2.33 -0.33
H -0.84 -2.37 -2.09
H -2.52 -0.61 -1.41
H -1.10 0.12 -2.21
H -1.24 0.24 -0.47
C 1.61 1.41 0.22
C 0.65 0.69 1.13
C -0.34 1.40 1.76
N 0.90 -0.66 1.20
H 1.47 1.04 -0.82
H 2.65 1.17 0.50
H 1.50 2.48 0.25
H -1.02 0.90 2.48
H -0.41 2.47 1.62
H 0.87 -1.15 0.00
H 0.23 -1.15 1.82

---

# 11
19
Properties=species:S:1:pos:R:3 method="wB97M-V/def2-TZVPD" spin_multiplicity=1 e_homo_ev=-2.189 charge=-1 orbital_gap_ev=5.781 lumo_energy_ha=0.1320 smiles=CCNCCC[O-]
C -1.16 0.68 1.59
N -0.69 1.14 0.29
C 0.75 0.89 0.13
C 1.15 -0.51 -0.22
C 1.00 -0.96 -1.77
O 1.94 -1.82 -2.14
C -2.66 0.52 1.84
H -0.84 1.45 2.31
H -0.64 -0.24 1.87
H -1.20 0.80 -0.51
H 1.25 1.12 1.08
H 1.15 1.62 -0.58
H 0.65 -1.33 0.29
H 2.23 -0.66 -0.16
H 1.02 0.03 -2.33
H -0.05 -1.34 -1.89
H -3.24 1.36 1.48
H -2.75 0.48 2.93
H -3.02 -0.44 1.49

---

# 12
19
Properties=species:S:1:pos:R:3 method="wB97M-V/def2-TZVPD" spin_multiplicity=1 e_homo_ev=-15.142 charge=+1 orbital_gap_ev=10.848 lumo_energy_ha=-0.1578
C -0.08 1.56 -0.70
C 0.37 0.31 -0.07
C 2.56 -0.98 0.03
C 1.59 0.05 0.69
C -2.58 0.11 0.44
N -2.39 -0.90 -0.38
O -0.70 1.10 0.52
H 0.65 2.28 -0.53
H -0.66 1.75 -1.60
H -0.15 -0.54 -0.61
H 2.20 -1.93 0.24
H 3.50 -0.91 0.62
H 2.77 -0.83 -1.03
H 2.15 0.98 0.81
H 1.28 -0.36 1.69
H -2.80 -0.01 1.49
H -3.00 0.94 -0.22
H -2.42 -0.82 -1.33
H -2.28 -1.81 -0.07

---

# 13
19
Properties=species:S:1:pos:R:3 method="wB97M-V/def2-TZVPD" spin_multiplicity=1 e_homo_ev=-12.341 charge=+1 orbital_gap_ev=8.957 lumo_energy_ha=-0.1244
C 1.15 0.29 1.49
O 0.93 1.29 0.30
C -0.36 -0.07 1.65
C -0.83 -1.35 0.76
C -0.53 -1.15 -0.71
C -0.86 0.06 -1.36
N 0.10 0.58 -2.14
H 1.74 -0.60 1.35
H 1.68 0.84 2.20
H 1.81 1.72 0.28
H -0.50 -0.37 2.62
H -1.03 0.77 1.51
H -0.42 -2.36 1.16
H -1.90 -1.52 0.90
H 0.10 -1.86 -1.21
H -1.88 0.62 -1.46
H -0.30 1.03 -3.01
H 0.87 -0.12 -2.24
H 0.27 0.89 -0.44

---

# 14
19
Properties=species:S:1:pos:R:3 method="wB97M-V/def2-TZVPD" spin_multiplicity=1 e_homo_ev=-13.894 charge=+1 orbital_gap_ev=9.776 lumo_energy_ha=-0.1513
C -1.99 -0.59 -0.95
C -1.82 -0.69 0.34
C 0.81 0.70 0.06
C 0.44 2.03 0.62
C 1.37 -1.58 0.02
N 1.27 -0.31 0.76
O 0.42 0.40 -1.24
H -1.60 -1.31 -1.72
H -2.57 0.05 -1.52
H -2.27 0.14 0.99
H -1.11 -1.42 0.76
H 0.99 2.93 0.24
H 0.68 2.06 1.67
H -0.53 2.34 0.30
H 2.48 -1.76 -0.08
H 0.98 -2.40 0.56
H 1.01 -1.47 -1.04
H 1.49 -0.35 1.75
H -0.07 1.25 -1.50

---

# 15
19
Properties=species:S:1:pos:R:3 method="wB97M-V/def2-TZVPD" spin_multiplicity=1 e_homo_ev=-14.390 charge=+1 orbital_gap_ev=9.151 lumo_energy_ha=-0.1925
C -0.71 -1.64 1.89
C -1.20 -0.81 0.70
C -0.18 -0.41 -0.31
C -0.26 -0.66 -1.62
C 2.06 0.50 -0.17
N 0.84 0.43 0.20
H 0.20 -2.16 1.57
H -1.48 -2.29 2.22
H -0.36 -1.06 2.76
H -1.75 0.09 0.99
H -1.99 -1.36 0.17
H -0.96 -1.41 -1.93
H 0.38 -0.07 -2.27
H 2.74 1.13 0.39
H 2.45 -0.27 -0.81
H 0.58 1.04 0.97
H -0.87 3.23 -1.54
H 0.55 2.86 -2.00
O -0.03 2.87 -1.23

---

# 16
19
Properties=species:S:1:pos:R:3 method="wB97M-V/def2-TZVPD" spin_multiplicity=1 e_homo_ev=-14.432 charge=+1 orbital_gap_ev=8.871 lumo_energy_ha=-0.2044
C 2.22 0.99 0.32
C 2.21 -0.44 -0.20
C 0.81 -0.95 -0.46
C -0.32 -0.58 0.15
N -1.50 -1.37 0.23
C -2.44 -1.22 1.09
H 1.52 1.63 -0.24
H 1.63 0.97 1.24
H 3.12 1.58 0.35
H 2.72 -0.57 -1.15
H 2.69 -1.16 0.47
H 0.75 -1.37 -1.46
H -0.38 0.23 0.85
H -1.85 -1.78 -0.64
H -2.32 -0.45 1.83
H -3.32 -1.86 1.10
H -1.47 2.79 -1.28
H -1.90 1.34 -1.25
O -2.17 2.21 -0.95

---

# 17
19
Properties=species:S:1:pos:R:3 method="wB97M-V/def2-TZVPD" spin_multiplicity=1 e_homo_ev=-14.889 charge=+1 orbital_gap_ev=10.834 lumo_energy_ha=-0.1490 smiles="CC(C)[C@H]([NH3+])C=O"
O -2.02 0.66 -1.63
C -1.54 0.85 -0.53
C -0.56 -0.32 -0.10
C 0.49 -0.07 1.07
C 1.27 -1.42 1.48
C 1.42 1.18 0.98
N 0.33 -0.66 -1.29
H -1.95 1.62 0.10
H -1.24 -1.19 0.04
H -0.28 0.09 1.84
H 1.96 -1.79 0.69
H 0.42 -2.07 1.71
H 1.97 -1.16 2.15
H 1.16 1.87 0.11
H 2.50 0.92 0.91
H 1.27 1.80 1.88
H 0.44 -1.66 -1.50
H -0.12 -0.20 -2.16
H 1.25 -0.21 -1.06

---

# 18
19
Properties=species:S:1:pos:R:3 method="wB97M-V/def2-TZVPD" spin_multiplicity=1 e_homo_ev=-15.290 charge=+1 orbital_gap_ev=11.344 lumo_energy_ha=-0.1450
C -1.86 0.11 0.64
O -1.26 1.15 -0.36
C -0.87 -1.00 0.97
C 0.61 -0.61 1.21
C 1.34 0.29 0.20
C 1.44 0.25 -2.14
N 0.62 0.10 -1.18
H -2.76 -0.18 0.15
H -1.97 0.67 1.60
H -1.58 1.86 -0.93
H -1.28 -1.42 1.86
H -1.08 -1.83 0.28
H 1.07 -1.57 1.37
H 0.63 -0.10 2.19
H 2.25 -0.23 -0.14
H 1.40 1.33 0.49
H 1.25 0.01 -3.18
H 2.49 0.59 -2.11
H -0.45 0.58 -0.92

---

# 19
19
Properties=species:S:1:pos:R:3 method="wB97M-V/def2-TZVPD" spin_multiplicity=1 e_homo_ev=-14.303 charge=+1 orbital_gap_ev=9.467 lumo_energy_ha=-0.1777 smiles="C=[NH+]CCCCO"
C 0.34 0.89 1.78
O 1.52 0.80 0.97
C -0.89 1.05 0.93
C -1.38 -0.29 0.38
C -0.25 -1.18 -0.22
C 0.24 -0.95 -2.63
N 0.26 -0.49 -1.44
H 0.44 1.69 2.52
H 0.20 -0.07 2.30
H 2.19 1.36 1.36
H -1.65 1.48 1.59
H -0.73 1.69 0.06
H -2.13 -0.17 -0.42
H -1.85 -0.90 1.17
H -0.71 -2.11 -0.55
H 0.63 -1.27 0.41
H 0.34 -0.28 -3.48
H -0.19 -1.92 -2.84
H 0.48 0.49 -1.30

---

# 20
19
Properties=species:S:1:pos:R:3 method="wB97M-V/def2-TZVPD" spin_multiplicity=1 e_homo_ev=-14.831 charge=+1 orbital_gap_ev=11.021 lumo_energy_ha=-0.1400
C -0.46 1.55 -1.42
C 0.87 -1.57 1.15
C -0.34 0.63 1.92
C 0.07 -1.12 -1.44
C 0.18 -0.27 0.81
N -0.17 -0.13 -0.45
O -1.23 2.43 -0.82
H -0.93 0.90 -2.06
H 1.24 -1.67 2.09
H 1.50 -1.57 0.32
H 0.11 -2.34 0.77
H -0.68 1.60 1.53
H 0.61 0.73 2.55
H -1.09 0.07 2.50
H 0.12 -0.57 -2.36
H 1.08 -1.72 -1.29
H -0.68 -1.95 -1.67
H -0.84 3.27 -0.56
H 0.64 1.72 -1.58

---

# 21
20
Properties=species:S:1:pos:R:3 method="wB97M-V/def2-TZVPD" spin_multiplicity=1 e_homo_ev=-2.407 charge=-1 orbital_gap_ev=6.138 lumo_energy_ha=0.1371 smiles=C[C@@H](CC[O-])NCO
C 0.28 1.59 -1.03
C -0.11 0.32 -0.25
C 0.96 -0.03 0.77
C 2.31 -0.68 -0.17
O 3.14 -1.47 0.44
N -1.48 0.55 0.34
C -2.34 -0.61 0.20
O -2.00 -1.70 1.06
H 0.72 1.30 -1.97
H -0.65 2.12 -1.28
H 0.84 2.31 -0.44
H -0.19 -0.52 -0.96
H 1.35 0.95 1.10
H 0.73 -0.78 1.54
H 2.78 0.30 -0.43
H 1.66 -1.17 -0.94
H -1.35 0.67 1.34
H -2.27 -0.92 -0.84
H -3.33 -0.32 0.55
H -1.05 -1.90 0.97

---

# 22
20
Properties=species:S:1:pos:R:3 method="wB97M-V/def2-TZVPD" spin_multiplicity=1 e_homo_ev=-3.883 charge=-1 orbital_gap_ev=8.047 lumo_energy_ha=0.1530
C 0.93 -0.08 -0.86
O 1.07 0.80 0.19
C 0.89 -1.56 -0.40
C 2.17 -1.95 0.34
H 1.76 0.01 -1.60
H 0.03 0.11 -1.51
H 0.76 -2.22 -1.28
H 0.00 -1.71 0.26
H 2.06 -2.99 0.73
H 2.37 -1.24 1.16
H 3.06 -1.90 -0.33
C -1.79 2.07 -0.50
C -2.17 1.16 0.65
N -1.11 0.82 1.44
O -3.35 0.81 0.82
H -2.15 3.09 -0.31
H -2.31 1.69 -1.41
H -0.73 2.07 -0.62
H -1.39 0.25 2.25
H -0.10 0.77 0.96

---

# 23
20
Properties=species:S:1:pos:R:3 method="wB97M-V/def2-TZVPD" spin_multiplicity=1 e_homo_ev=-3.009 charge=-1 orbital_gap_ev=6.905 lumo_energy_ha=0.1432
C 0.93 1.26 -1.12
O 0.75 1.52 -2.33
C 0.65 -0.08 -0.53
C -0.47 0.89 -0.02
C -1.70 1.05 -1.06
C -0.87 -2.30 1.65
O -0.27 -1.32 2.37
N 1.56 -0.33 0.57
H 1.68 1.77 -0.51
H -0.42 1.83 0.52
H 0.27 -0.90 -1.12
H -2.47 0.33 -0.78
H -0.97 0.27 0.76
H -2.05 2.08 -1.07
H -1.22 0.95 -2.03
H -0.62 -2.33 0.55
H -2.00 -2.15 1.75
H -0.75 -3.34 2.00
H 2.04 -1.21 0.49
H 0.98 -0.45 1.44

---

# 24
20
Properties=species:S:1:pos:R:3 method="wB97M-V/def2-TZVPD" spin_multiplicity=1 e_homo_ev=-2.141 charge=-1 orbital_gap_ev=5.425 lumo_energy_ha=0.1207 smiles=CN[C@H](C[O-])CCO
C -0.11 2.46 -0.05
N 0.08 1.07 -0.50
C 0.04 0.05 0.55
C 0.07 -1.34 -0.05
C -0.95 -1.53 -1.18
O -0.70 -2.85 -1.73
C 1.15 0.31 1.74
O 0.59 0.78 2.85
H 0.76 2.82 0.53
H -0.33 3.00 -0.97
H -0.93 2.46 0.66
H 0.86 0.97 -1.14
H -0.82 0.22 1.21
H 1.06 -1.66 -0.36
H -0.30 -2.08 0.70
H -1.99 -1.30 -0.95
H -0.65 -0.80 -1.95
H -1.27 -2.92 -2.51
H 1.64 -0.69 1.94
H 1.79 1.06 1.21

---

# 25
20
Properties=species:S:1:pos:R:3 method="wB97M-V/def2-TZVPD" spin_multiplicity=2 e_homo_ev="-9.807 / -9.802" charge=0 orbital_gap_ev="10.588 / 7.693" lumo_energy_ha="0.0287 / -0.0775"
C 2.16 -0.19 -0.86
O 1.91 -1.33 -1.50
C 0.87 0.22 0.03
C 0.08 1.35 -0.63
C -1.22 1.67 0.06
C -2.23 2.36 -0.45
N -0.10 -0.94 0.21
H 2.38 0.65 -1.53
H 2.90 -0.26 -0.05
H 1.12 0.40 1.08
H 0.72 2.21 -0.83
H -0.17 0.93 -1.61
H -1.38 1.15 1.00
H -2.12 2.69 -1.48
H -3.18 2.48 0.03
H -0.20 -1.29 -0.75
H 0.54 -1.64 0.59
H -0.92 -1.84 3.20
H -1.37 -2.00 1.72
O -1.36 -2.41 2.60

---

Values of relative energy (zero: lowest compared OMol25 entry of this formula, charge and spin), in order: 6.496, 8.655, 10.660, 1.111, 2.799, 2.973, 3.427, 2.312, 1.880, 0.199, 0.993, 2.883, 4.155, 2.080, 1.372, 2.544, 1.626, 2.782, 0.860, 2.701, 3.689, 1.114, 5.233, 3.780, 2.144, all in eV.